{"formula": "C6H12N2", "method": "ωB97M-V with the def2-TZVPD basis set", "symbols": ["C", "C", "C", "C", "C", "C", "N", "N", "H", "H", "H", "H", "H", "H", "H", "H", "H", "H", "H", "H"], "xyz": [[1.5670, 0.1628, 1.7469], [-0.7006, 0.2134, -1.1645], [1.5975, -0.2554, 3.1614], [-1.2736, 0.4609, -3.5546], [-0.7438, -0.5364, 1.8692], [-0.1644, 0.3770, -2.5136], [0.3035, 0.0606, -0.2806], [0.3856, -0.0700, 1.1456], [0.7882, 0.2672, 3.6740], [1.5459, -1.2663, 3.3253], [2.5330, 0.1518, 3.6260], [-1.8916, -0.4372, -3.4934], [-0.8551, 0.6489, -4.6098], [-2.0259, 1.1851, -3.2496], [-1.1461, 0.2068, 2.4905], [-1.6929, -0.8919, 1.3342], [-0.5808, -1.3620, 2.4901], [0.5829, 1.2602, -2.5158], [0.4823, -0.4940, -2.7804], [1.2888, 0.3186, -0.7008]], "orbital_gap_ha": 0.340, "molar_mass_g_mol": 112.176, "energy_ha": -345.1052, "de_lowest_kj_mol": 584.6, "homo_energy_ha": -0.307, "total_charge": 0}